Record 1
# C5H11NO

2 unconnected molecules or ions with the total composition C5H11NO in a non-equilibrium geometry (the ωB97M-V functional and the def2-TZVPD basis, the OMol25 dataset).

XYZ file:
```
18
Properties=species:S:1:pos:R:3:forces:R:3
C 0.34988 -1.09234 -2.11374 -0.948 0.752 -1.195
N 0.61079 0.18073 -1.49074 0.132 -0.044 0.158
C 0.82576 0.32286 -0.12835 0.677 0.670 0.475
C 1.01829 -0.61488 0.79877 0.479 -1.002 1.638
C 1.15128 2.32093 1.45169 -0.110 -0.577 -0.057
C 0.86961 1.74068 0.26886 -0.051 1.488 0.214
H 1.02902 -1.85176 -1.78472 0.057 -0.474 0.490
H 0.54381 -0.96271 -3.18595 0.098 -0.075 0.116
H -0.72957 -1.35705 -2.07765 0.641 -0.392 0.483
H 0.06363 0.93349 -1.88737 0.237 -0.068 0.108
H 1.08519 -1.67955 0.62016 -0.253 0.002 -0.449
H 1.21350 -0.40318 1.89211 -0.294 0.283 -1.618
H 1.74300 1.86337 2.22804 -0.377 -0.801 0.241
H 0.75132 3.26847 1.80406 0.510 0.413 -0.950
H 0.67418 2.43692 -0.55842 -0.820 -0.181 0.357
H -4.18122 -1.29648 0.89675 -0.111 -0.090 -0.055
H -3.12670 -1.73927 1.87513 0.016 -0.158 0.032
O -3.89178 -2.07023 1.39138 0.116 0.253 0.014
```
Forces are in eV/Å.

Summary:
HOMO-LUMO gap   8.7487 eV
HOMO level   -8.04 eV
Electronic energy   -8898.9084 eV
Largest force on an atom   2.0 eV/A
SMILES string   C=CC(=C)NC.O

Mulliken atomic charge list, values in e, 5 entries: atom 1 (C): -0.95, atom 2 (N): -0.27, atom 3 (C): 1.13, atom 4 (C): -1.14, atom 5 (C): -0.81

***

Record 2
# C17H20CuN3O2SSi

A molecular structure, C17H20CuN3O2SSi in a non-equilibrium geometry (the ωB97M-V functional and the def2-TZVPD basis, the OMol25 dataset).

XYZ file:
```
45
Properties=species:S:1:pos:R:3:forces:R:3
Cu 11.80513 7.54096 6.71677 0.651 0.748 -0.268
O 12.30720 7.82335 10.75471 1.092 0.466 1.394
C 12.63858 7.86936 9.56631 -3.238 -0.697 -1.522
O 11.91920 7.23867 8.69908 1.432 0.281 0.938
C 13.69654 8.81018 9.06664 1.058 -0.137 -0.126
C 14.12311 9.80092 9.95306 1.369 0.022 -0.336
C 15.28701 10.55173 9.70805 -1.451 0.099 0.464
C 15.97415 10.35123 8.53111 1.002 0.221 0.952
C 15.57397 9.39814 7.64044 0.305 -0.722 -0.869
C 14.41919 8.59869 7.83022 -0.258 0.901 1.033
S 13.99302 7.50081 6.59114 2.074 -1.114 -0.521
H 13.68815 9.89710 10.93136 -0.572 -0.169 0.077
H 15.62397 11.28119 10.44189 0.004 -0.073 -0.077
H 16.94806 10.84005 8.50398 -0.071 0.029 -0.698
H 16.22500 9.14880 6.78685 -0.514 0.225 0.277
C 10.58090 5.17208 5.31046 -1.712 0.742 -0.128
C 9.53845 5.93404 6.12369 0.013 -0.117 0.007
C 8.27378 5.40598 6.49372 1.194 -0.164 -0.105
C 7.49913 6.11886 7.39549 -0.582 2.140 -0.576
C 7.84892 7.43606 7.70544 0.171 -0.234 1.374
C 9.20079 7.89613 7.39290 0.649 0.930 0.012
N 9.99677 7.08964 6.54541 -3.032 -0.390 0.850
N 9.81564 8.98354 7.80003 -0.630 0.120 0.080
Si 9.38477 10.39939 8.65871 0.440 -1.929 -1.050
C 7.81167 10.91982 7.76530 -1.588 1.759 -0.904
C 10.68154 11.81026 8.37164 -1.300 -0.723 0.949
C 9.05240 10.08667 10.49533 0.126 1.020 0.488
H 10.86620 5.67867 4.36635 -0.224 -0.313 0.576
H 10.09528 4.24342 5.17912 -0.124 -1.486 -0.938
H 11.42238 5.01702 5.93239 1.078 0.008 0.503
H 7.97194 4.41922 6.21473 0.035 -0.514 -0.317
H 6.50181 5.77058 7.68087 0.353 -0.153 0.113
H 7.24031 8.04016 8.45122 0.826 -0.784 -1.103
H 6.84635 10.62084 8.26599 0.913 0.198 -0.378
H 7.73785 10.56736 6.68234 0.359 0.169 1.451
H 7.78347 12.05974 7.68326 -0.199 -1.112 0.151
H 11.17730 11.53159 7.46245 0.456 0.025 -0.486
H 11.39032 11.92636 9.20047 -0.090 0.004 -0.293
H 10.07124 12.71095 8.23045 0.375 0.118 0.015
H 8.00225 9.85567 10.71916 0.122 0.007 -0.200
H 9.27539 11.07203 10.98102 -0.141 -0.721 0.074
H 9.67847 9.30232 10.95502 -0.011 0.369 -0.414
N 11.80017 9.48872 4.18073 -0.248 0.617 -0.915
C 11.87818 8.74759 5.09453 -0.439 1.368 -0.669
H 11.60485 10.16976 3.43531 0.329 -1.031 1.117
```
Forces are in eV/Å.

Summary:
HOMO-LUMO gap   4.7281 eV
HOMO level   0.59 eV
Net charge   -2
Electronic energy   -89871.4447 eV
Largest force on an atom   3.6 eV/A

Mulliken atomic charge list, values in e, 5 entries: atom 1 (Cu): -0.36, atom 2 (O): -0.81, atom 3 (C): 0.52, atom 4 (O): -0.61, atom 5 (C): 0.23